{"formula": "C34H57FeN4OP2", "method": "wB97M-V/def2-TZVPD", "total_charge": 1, "e_above_lowest_kcal_mol": 0.00, "spin_multiplicity": 5, "orbital_gap_ev": [6.94, 5.38], "elements": ["C", "C", "C", "C", "C", "H", "H", "H", "N", "P", "P", "C", "H", "H", "C", "O", "C", "H", "C", "C", "C", "C", "C", "H", "H", "H", "C", "H", "H", "H", "C", "H", "H", "H", "C", "H", "H", "H", "C", "H", "H", "H", "C", "H", "H", "H", "C", "H", "H", "H", "C", "H", "H", "H", "C", "H", "H", "H", "C", "H", "H", "H", "C", "H", "H", "H", "C", "H", "H", "H", "Fe", "N", "C", "C", "C", "C", "C", "H", "H", "H", "H", "H", "H", "H", "H", "H", "N", "C", "C", "C", "N", "C", "C", "H", "H", "H", "H", "H", "H"], "positions_angstrom": [[-0.670, -2.177, -1.550], [1.550, -2.100, -0.749], [-0.417, -3.367, -2.234], [1.787, -3.398, -1.283], [0.812, -4.013, -2.049], [-1.207, -3.779, -2.858], [2.761, -3.848, -1.095], [0.990, -4.986, -2.507], [0.277, -1.569, -0.822], [-2.372, -0.555, -0.032], [2.369, 0.410, 0.272], [-2.025, -1.498, -1.608], [-2.045, -0.800, -2.458], [-2.806, -2.245, -1.794], [0.028, 1.570, 1.226], [0.034, 2.637, 1.716], [2.536, -1.292, -0.149], [3.482, -1.788, 0.091], [3.253, 1.187, -1.251], [3.520, 0.738, 1.788], [-3.658, 0.797, -0.460], [-3.202, -1.963, 0.952], [2.780, 2.641, -1.305], [3.019, 3.202, -0.393], [3.266, 3.148, -2.154], [1.694, 2.685, -1.453], [4.784, 1.098, -1.196], [5.234, 1.656, -0.370], [5.121, 0.054, -1.165], [5.177, 1.534, -2.128], [2.829, 0.436, -2.517], [3.339, 0.879, -3.386], [3.101, -0.625, -2.471], [1.751, 0.503, -2.686], [3.836, 2.244, 1.860], [2.909, 2.836, 1.880], [4.372, 2.440, 2.801], [4.472, 2.604, 1.045], [2.798, 0.378, 3.085], [1.861, 0.930, 3.204], [2.582, -0.691, 3.149], [3.450, 0.638, 3.934], [4.799, -0.110, 1.761], [5.455, 0.092, 0.911], [5.374, 0.120, 2.671], [4.571, -1.182, 1.778], [-3.535, -1.416, 2.344], [-3.984, -2.225, 2.938], [-2.634, -1.075, 2.861], [-4.248, -0.583, 2.323], [-2.204, -3.122, 1.089], [-2.131, -3.720, 0.171], [-1.205, -2.767, 1.351], [-2.538, -3.788, 1.897], [-4.470, -2.539, 0.285], [-4.659, -3.531, 0.724], [-5.362, -1.935, 0.479], [-4.366, -2.682, -0.798], [-3.654, 1.033, -1.970], [-4.026, 0.165, -2.532], [-4.317, 1.881, -2.202], [-2.652, 1.288, -2.329], [-3.198, 2.076, 0.262], [-2.236, 2.441, -0.119], [-3.948, 2.864, 0.094], [-3.104, 1.923, 1.347], [-5.107, 0.497, -0.050], [-5.536, -0.327, -0.632], [-5.224, 0.305, 1.022], [-5.710, 1.391, -0.281], [-0.040, 0.102, 0.221], [-0.307, 1.037, -1.383], [-0.209, 1.630, -2.387], [-0.313, 2.603, -3.554], [0.801, 2.279, -4.547], [-1.648, 2.483, -4.294], [-0.173, 4.045, -3.060], [1.788, 2.446, -4.098], [0.724, 1.233, -4.872], [0.720, 2.919, -5.435], [-2.483, 2.866, -3.696], [-1.608, 3.092, -5.208], [-1.849, 1.447, -4.595], [-0.233, 4.731, -3.918], [-0.985, 4.303, -2.367], [0.788, 4.217, -2.562], [0.179, -2.575, 6.319], [0.146, -2.043, 5.075], [0.687, -2.742, 3.972], [0.625, -2.162, 2.711], [0.017, -0.972, 2.483], [-0.489, -0.296, 3.536], [-0.434, -0.778, 4.839], [0.581, -3.485, 6.489], [-0.210, -2.085, 7.111], [1.143, -3.724, 4.095], [1.075, -2.675, 1.854], [-0.967, 0.667, 3.341], [-0.850, -0.187, 5.654]], "forces_ev_per_angstrom": [[0.12, 0.05, -0.14], [-0.77, 0.09, -0.07], [-0.13, 0.17, 0.18], [0.21, 0.16, 0.04], [0.11, 0.21, 0.12], [0.22, -0.08, 0.15], [-0.27, 0.00, -0.19], [0.01, 0.26, 0.14], [0.50, -1.22, -0.55], [-0.80, -0.95, -0.07], [1.46, 0.49, -0.38], [-0.15, -0.03, -0.17], [0.12, -0.22, 0.28], [0.23, 0.13, -0.12], [-1.01, 4.46, 2.49], [0.40, -2.11, -0.98], [1.00, -1.50, 0.54], [-0.25, -0.05, -0.15], [0.11, -0.10, 0.38], [0.04, -0.18, -0.41], [0.01, -0.36, 0.01], [-0.39, 0.39, -0.37], [0.09, 0.20, -0.22], [-0.06, -0.15, -0.31], [-0.11, -0.02, 0.17], [0.35, 0.04, 0.15], [0.09, 0.18, -0.27], [-0.10, -0.21, -0.27], [-0.05, 0.23, 0.02], [-0.06, -0.09, 0.18], [-0.13, 0.02, -0.10], [-0.11, -0.08, 0.21], [0.01, 0.24, -0.06], [0.30, -0.20, 0.00], [0.03, 0.04, 0.05], [0.22, -0.10, 0.00], [-0.15, -0.07, -0.23], [-0.21, -0.06, 0.26], [-0.27, 0.00, 0.20], [0.15, -0.06, -0.02], [0.03, 0.14, 0.01], [-0.13, -0.06, -0.26], [0.29, 0.15, 0.07], [-0.18, -0.09, 0.23], [-0.13, -0.12, -0.17], [0.04, 0.17, 0.07], [-0.07, -0.16, 0.22], [0.06, 0.20, -0.04], [-0.19, -0.13, -0.09], [0.20, -0.25, 0.01], [0.30, 0.01, 0.02], [-0.06, 0.15, 0.16], [-0.21, -0.10, -0.10], [0.00, 0.13, -0.21], [-0.17, -0.16, 0.38], [0.02, 0.20, -0.14], [0.29, -0.21, -0.06], [-0.08, 0.03, 0.26], [-0.04, 0.23, -0.15], [0.07, 0.19, 0.15], [0.15, -0.16, 0.06], [-0.38, -0.14, 0.11], [-0.09, 0.09, -0.04], [-0.17, -0.13, 0.13], [0.18, -0.16, 0.06], [0.00, 0.03, -0.24], [-0.23, 0.23, -0.14], [0.14, 0.24, 0.21], [-0.03, 0.01, -0.36], [0.16, -0.18, 0.06], [-0.07, -1.27, 2.08], [0.22, 2.58, -4.54], [-1.41, 0.14, 1.29], [0.39, -0.10, -0.20], [0.48, -0.18, -0.17], [-0.48, -0.21, -0.02], [0.05, 0.27, 0.44], [-0.22, -0.10, -0.17], [0.14, 0.21, 0.01], [-0.09, -0.11, 0.30], [0.20, -0.20, -0.14], [0.17, -0.16, 0.31], [-0.06, 0.20, 0.08], [0.00, -0.29, 0.16], [0.23, -0.05, -0.12], [-0.24, -0.01, -0.10], [0.02, -0.13, 0.39], [-0.04, 0.05, -0.26], [-0.05, 0.31, -0.38], [-0.58, 0.53, 0.84], [0.31, -0.36, 0.06], [0.46, -0.94, 0.20], [0.07, 0.00, -0.50], [-0.09, 0.24, -0.08], [0.10, -0.11, -0.26], [-0.06, 0.25, 0.05], [-0.27, 0.25, 0.24], [0.18, -0.29, -0.08], [0.09, -0.18, -0.14]]}

{"formula": "C34H57FeN4OP2", "method": "wB97M-V/def2-TZVPD", "total_charge": 1, "e_above_lowest_kcal_mol": 19.10, "spin_multiplicity": 5, "orbital_gap_ev": [7.11, 5.57], "elements": ["C", "C", "C", "C", "C", "H", "H", "H", "N", "P", "P", "C", "H", "H", "C", "H", "C", "C", "C", "C", "C", "H", "H", "H", "C", "H", "H", "H", "C", "H", "H", "H", "C", "H", "H", "H", "C", "H", "H", "H", "C", "H", "H", "H", "C", "H", "H", "H", "C", "H", "H", "H", "C", "H", "H", "H", "C", "H", "H", "H", "C", "H", "H", "H", "C", "H", "H", "H", "Fe", "C", "O", "N", "C", "C", "C", "C", "C", "H", "H", "H", "H", "H", "H", "H", "H", "H", "N", "C", "C", "C", "N", "C", "C", "H", "H", "H", "H", "H", "H"], "positions_angstrom": [[2.534, -1.270, -1.242], [1.721, 0.755, -2.226], [3.474, -1.409, -2.271], [2.493, 0.491, -3.382], [3.393, -0.563, -3.383], [4.229, -2.197, -2.208], [2.374, 1.096, -4.284], [4.065, -0.710, -4.238], [1.664, -0.225, -1.234], [0.803, -2.350, 0.697], [0.401, 2.284, -0.357], [2.489, -2.289, -0.081], [2.718, -3.321, -0.399], [3.249, -2.056, 0.685], [1.103, 2.040, -2.023], [0.721, 2.591, -2.919], [-1.324, 3.215, -0.247], [1.888, 3.457, -0.153], [-0.217, -3.517, -0.445], [1.102, -3.212, 2.373], [-2.434, 2.359, 0.380], [-2.176, 2.078, 1.406], [-3.360, 2.960, 0.417], [-2.662, 1.451, -0.188], [-1.206, 4.446, 0.663], [-0.889, 4.137, 1.669], [-0.527, 5.212, 0.274], [-2.200, 4.913, 0.769], [-1.724, 3.543, -1.666], [-2.670, 4.119, -1.663], [-0.991, 4.158, -2.214], [-1.884, 2.600, -2.217], [1.957, 3.971, 1.276], [2.001, 3.123, 1.981], [2.894, 4.551, 1.352], [1.102, 4.614, 1.523], [3.162, 2.638, -0.444], [3.211, 1.739, 0.186], [3.222, 2.315, -1.493], [4.046, 3.262, -0.268], [1.715, 4.583, -1.209], [1.440, 4.171, -2.199], [0.953, 5.318, -0.908], [2.701, 5.054, -1.333], [-0.239, -3.636, 3.001], [-0.053, -3.992, 4.027], [-0.920, -2.775, 3.075], [-0.761, -4.440, 2.466], [1.748, -2.182, 3.309], [2.691, -1.787, 2.908], [1.072, -1.351, 3.539], [1.992, -2.694, 4.256], [2.095, -4.385, 2.238], [3.016, -4.069, 1.727], [2.380, -4.696, 3.256], [1.687, -5.262, 1.724], [0.087, -3.178, -1.911], [1.102, -3.475, -2.211], [-0.612, -3.734, -2.558], [-0.021, -2.111, -2.143], [-1.710, -3.287, -0.149], [-2.009, -2.262, -0.391], [-2.325, -3.947, -0.786], [-1.976, -3.463, 0.904], [0.129, -5.004, -0.227], [1.200, -5.206, -0.369], [-0.188, -5.379, 0.753], [-0.411, -5.601, -0.980], [0.406, 0.006, 0.353], [1.713, 0.361, 1.518], [2.489, 0.760, 2.317], [-1.264, -0.319, -0.996], [-1.726, -0.048, -2.053], [-2.114, 0.132, -3.478], [-1.433, 1.222, -4.341], [-1.712, -1.213, -4.106], [-3.632, 0.405, -3.365], [-1.584, 2.228, -3.944], [-0.355, 1.037, -4.434], [-1.894, 1.179, -5.345], [-2.025, -2.066, -3.487], [-2.100, -1.364, -5.117], [-0.613, -1.219, -4.172], [-4.011, 1.003, -4.206], [-4.153, -0.561, -3.301], [-3.864, 0.981, -2.447], [-2.795, 0.541, 6.198], [-2.247, 0.473, 4.955], [-2.603, -0.539, 4.028], [-1.937, -0.606, 2.808], [-0.953, 0.254, 2.458], [-0.646, 1.251, 3.317], [-1.246, 1.385, 4.567], [-3.462, -0.137, 6.536], [-2.475, 1.232, 6.860], [-3.332, -1.310, 4.289], [-2.203, -1.392, 2.101], [0.125, 1.971, 3.019], [-0.889, 2.147, 5.256]], "forces_ev_per_angstrom": [[0.16, 0.15, -0.23], [-0.09, -0.65, -0.08], [-0.23, -0.06, 0.22], [0.08, -0.32, -0.28], [0.09, 0.11, -0.04], [-0.33, 0.23, -0.09], [0.18, 0.11, 0.45], [-0.38, 0.01, 0.37], [1.16, 0.19, -0.89], [-0.88, -0.78, -0.11], [0.16, 0.75, -0.04], [-0.28, -0.13, -0.38], [0.16, 0.52, -0.33], [-0.38, 0.22, -0.23], [-2.96, -2.30, -1.36], [0.80, -0.59, 0.79], [0.79, 0.17, -0.18], [-0.84, 0.15, 0.15], [0.65, -0.36, 0.58], [0.12, -0.04, -0.59], [0.03, -0.30, 0.06], [-0.16, 0.00, -0.26], [0.38, -0.09, -0.05], [0.14, 0.23, 0.23], [-0.11, 0.16, -0.08], [-0.09, 0.19, -0.27], [-0.18, -0.20, 0.20], [0.26, -0.18, -0.09], [-0.48, 0.53, -0.56], [0.26, -0.31, -0.06], [-0.16, -0.27, 0.22], [-0.02, 0.58, 0.30], [0.38, 0.37, 0.11], [0.06, 0.43, -0.20], [-0.40, -0.09, 0.33], [0.53, -0.18, 0.01], [0.16, -0.02, -0.22], [0.16, 0.38, -0.19], [0.20, 0.33, 0.54], [-0.17, -0.04, 0.22], [0.45, -0.09, 0.15], [0.29, 0.57, 0.70], [0.52, -0.16, -0.17], [-0.35, 0.28, 0.05], [0.00, -0.05, 0.09], [-0.01, 0.08, -0.27], [0.29, -0.35, 0.02], [0.25, 0.21, 0.10], [0.11, -0.06, 0.23], [-0.26, -0.04, 0.12], [0.16, -0.11, -0.11], [-0.10, 0.19, -0.27], [-0.06, -0.14, 0.33], [-0.23, -0.15, 0.19], [-0.03, -0.01, -0.29], [0.13, 0.33, 0.18], [0.05, 0.11, -0.19], [-0.23, 0.00, 0.16], [0.17, 0.11, 0.20], [0.02, -0.35, 0.20], [-0.21, 0.18, -0.09], [0.12, -0.31, 0.14], [0.24, 0.03, 0.27], [0.13, -0.12, -0.36], [-0.28, -0.14, -0.37], [-0.26, 0.06, 0.06], [0.15, 0.14, -0.26], [0.13, 0.12, 0.15], [-0.89, -0.24, 0.91], [3.30, 1.82, 3.50], [-1.86, -1.10, -2.01], [-2.11, 1.41, -3.70], [2.83, -0.47, 2.61], [-0.54, -0.09, -0.03], [0.08, 0.10, 0.40], [0.09, -0.54, -0.04], [-0.46, -0.08, 0.00], [0.01, -0.18, -0.25], [-0.24, 0.03, 0.00], [0.21, -0.09, 0.48], [0.03, 0.27, -0.23], [-0.12, 0.29, 0.13], [-0.33, -0.19, 0.02], [0.12, -0.41, 0.09], [-0.08, 0.42, -0.05], [0.12, -0.27, -0.47], [-0.12, 0.09, 0.17], [0.20, -0.41, -0.11], [0.27, 0.08, -0.05], [0.19, 0.81, 0.72], [-0.38, 0.10, -0.23], [-0.56, -0.62, 0.49], [0.23, -0.17, -0.58], [0.19, 0.14, -0.24], [-0.08, -0.19, -0.24], [0.14, 0.37, -0.10], [0.18, 0.30, 0.01], [-0.21, -0.42, -0.02], [-0.18, -0.03, -0.14]]}